Record 1
Computed, not measured: a molecular structure, C25H47GeIrN3O2SeSi3, with ωB97M-V/def2-TZVPD.

Calculated total energy   -6746.0130 Ha
Net charge   +2
Multiplicity   6
Gap between HOMO and LUMO (alpha / beta)   7.68 / 5.35 eV

Geometry as XYZ:
```
83
Properties=species:S:1:pos:R:3:lowdin_charge:R:1
Ir 0.163 -0.255 -0.242 1.271
C 3.446 -1.397 1.869 -0.173
Si 2.166 -0.195 2.555 0.450
C 2.103 -0.325 4.432 -0.149
C 2.596 1.553 1.970 -0.168
C 0.377 -0.597 1.904 -0.533
Si -0.998 0.714 2.280 0.403
C -0.573 2.463 1.682 -0.189
C -2.602 0.155 1.414 -0.185
C -1.335 0.870 4.129 -0.137
Si -0.136 -2.399 2.223 0.506
C 1.210 -3.706 2.305 -0.155
C -1.262 -2.594 3.720 -0.147
C -1.124 -2.932 0.667 -0.298
C -1.878 -4.101 0.676 -0.036
C -2.441 -4.568 -0.502 -0.010
C -2.234 -3.857 -1.676 -0.016
C -1.494 -2.692 -1.621 -0.111
N -0.963 -2.250 -0.474 -0.073
H 4.424 -0.910 1.871 0.044
H 3.219 -1.687 0.841 0.012
H 3.533 -2.300 2.469 0.030
H 3.076 -0.064 4.854 0.050
H 1.865 -1.341 4.755 0.036
H 1.363 0.351 4.860 0.020
H 3.681 1.681 1.957 0.045
H 2.187 2.315 2.631 0.032
H 2.234 1.734 0.955 0.006
H -0.117 2.489 0.689 -0.018
H 0.118 2.956 2.365 0.035
H -1.483 3.066 1.651 0.045
H -2.494 -0.033 0.340 -0.013
H -3.367 0.925 1.539 0.047
H -2.988 -0.764 1.860 0.035
H -0.542 1.434 4.621 0.037
H -1.437 -0.091 4.630 0.021
H -2.267 1.422 4.268 0.056
H 1.842 -3.590 3.188 0.040
H 1.850 -3.704 1.423 0.039
H 0.741 -4.690 2.370 0.050
H -0.764 -2.248 4.628 0.043
H -1.490 -3.652 3.863 0.049
H -2.204 -2.057 3.618 0.033
H -2.014 -4.641 1.604 0.116
H -3.025 -5.479 -0.505 0.128
H -2.634 -4.195 -2.621 0.123
H -1.317 -2.097 -2.507 0.104
O 0.512 -0.629 -2.465 -0.264
N 1.675 -0.752 -2.926 0.061
N 2.610 -0.510 -2.075 -0.161
O 2.357 -0.200 -0.858 -0.133
C 3.972 -0.588 -2.498 -0.156
C 4.271 -0.763 -3.851 0.007
C 5.596 -0.839 -4.230 -0.036
C 6.604 -0.743 -3.277 -0.025
C 6.290 -0.558 -1.936 -0.033
C 4.971 -0.477 -1.536 0.012
H 3.478 -0.834 -4.580 0.118
H 5.848 -0.968 -5.273 0.123
H 7.639 -0.811 -3.582 0.124
H 7.080 -0.475 -1.202 0.123
H 4.701 -0.333 -0.500 0.100
C -4.976 4.514 -1.661 -0.202
Ge -4.042 2.935 -2.346 0.799
C -4.963 1.237 -1.985 -0.207
C -3.444 3.109 -4.204 -0.218
C -2.364 2.789 -1.170 -0.551
Se -1.122 1.557 -1.945 0.970
C 0.278 2.797 -2.453 -0.305
H -5.870 4.681 -2.263 0.031
H -4.347 5.400 -1.731 0.028
H -5.282 4.379 -0.624 0.027
H -5.802 1.110 -2.667 0.030
H -5.353 1.221 -0.967 0.025
H -4.289 0.388 -2.117 0.009
H -4.308 3.295 -4.842 0.031
H -2.952 2.202 -4.555 0.014
H -2.761 3.951 -4.322 0.025
H -2.714 2.380 -0.222 -0.008
H -1.897 3.757 -1.005 0.039
H -0.062 3.369 -3.314 0.046
H 1.162 2.226 -2.724 0.023
H 0.496 3.465 -1.624 0.044
```

***

Record 2
Computed, not measured: a molecular structure, C34H27AuN3O2P2Se, with ωB97M-V/def2-TZVPD.

Calculated total energy   -4846.1662 Ha
Net charge   +1
Multiplicity   3
Gap between HOMO and LUMO (alpha / beta)   8.34 / 4.89 eV

Geometry as XYZ:
```
70
Properties=species:S:1:pos:R:3:lowdin_charge:R:1
Au -1.146 -0.240 -0.600 0.776
C -1.643 1.508 3.353 -0.094
N -0.767 1.420 2.187 -0.452
P 0.595 0.390 2.149 1.145
C 1.364 0.824 3.739 -0.329
C 2.293 1.857 3.797 -0.079
C 2.771 2.279 5.026 -0.057
C 2.327 1.671 6.190 -0.055
C 1.413 0.631 6.130 -0.057
C 0.931 0.200 4.908 -0.093
C 0.010 -1.317 2.351 -0.366
C -1.316 -1.713 2.195 -0.136
C -1.652 -3.046 2.350 -0.060
C -0.671 -3.980 2.644 -0.053
C 0.655 -3.593 2.777 -0.056
C 1.001 -2.268 2.601 -0.088
P -1.255 1.704 0.574 0.820
C -2.755 2.693 0.730 -0.359
C -3.968 2.247 0.221 -0.086
C -5.094 3.040 0.364 -0.064
C -5.006 4.262 1.007 -0.058
C -3.790 4.709 1.505 -0.059
C -2.659 3.933 1.360 -0.096
C -0.056 2.916 -0.024 -0.380
C -0.075 3.126 -1.401 -0.103
C 0.827 4.003 -1.975 -0.058
C 1.751 4.658 -1.176 -0.063
C 1.764 4.451 0.194 -0.062
C 0.859 3.583 0.779 -0.107
H -1.039 1.700 4.241 0.083
H -2.223 0.595 3.514 0.083
H -2.329 2.345 3.224 0.075
H 2.640 2.305 2.878 0.098
H 3.489 3.081 5.081 0.112
H 2.700 2.000 7.147 0.113
H 1.068 0.158 7.038 0.114
H 0.218 -0.610 4.857 0.112
H -2.086 -0.989 1.967 0.070
H -2.680 -3.357 2.242 0.115
H -0.941 -5.017 2.760 0.112
H 1.414 -4.327 3.003 0.114
H 2.033 -1.952 2.656 0.116
H -4.017 1.290 -0.284 0.087
H -6.043 2.704 -0.024 0.111
H -5.885 4.879 1.111 0.112
H -3.729 5.663 2.003 0.112
H -1.697 4.273 1.725 0.111
H -0.798 2.588 -2.004 0.107
H 0.814 4.168 -3.042 0.115
H 2.459 5.336 -1.627 0.111
H 2.490 4.965 0.806 0.110
H 0.877 3.408 1.847 0.090
Se 0.232 -3.487 -3.433 0.913
C -0.656 -2.614 -2.246 -0.850
N -1.258 -2.035 -1.420 -0.071
O 0.303 -0.467 -3.566 0.013
C 1.101 0.057 -2.828 -0.450
N 0.909 0.234 -1.471 0.051
C 1.960 0.815 -0.885 -0.446
O 2.104 1.059 0.311 -0.017
C 2.963 1.119 -1.951 -0.086
C 4.180 1.760 -1.909 0.003
C 4.871 1.892 -3.113 -0.055
C 4.358 1.391 -4.300 -0.053
C 3.124 0.745 -4.338 0.014
C 2.436 0.626 -3.150 -0.084
H 4.578 2.145 -0.983 0.120
H 5.827 2.395 -3.119 0.109
H 4.924 1.507 -5.214 0.110
H 2.722 0.350 -5.258 0.124
```

***

Record 3
Computed, not measured: a molecular structure, C14H14F3IN2O2V, with ωB97M-V/def2-TZVPD.

Calculated total energy   -2343.2745 Ha
Multiplicity   4
Gap between HOMO and LUMO (alpha / beta)   6.22 / 7.26 eV

Geometry as XYZ:
```
37
Properties=species:S:1:pos:R:3:lowdin_charge:R:1
C -0.381 -4.563 0.060 -0.216
C -0.890 -4.048 1.409 -0.224
H -1.187 -4.625 -0.671 0.025
H 0.003 -5.580 0.181 0.063
H 0.422 -3.960 -0.362 0.044
H -1.268 -3.020 1.365 -0.059
H -1.719 -4.681 1.747 0.068
H -0.102 -4.098 2.166 0.065
C 0.109 0.214 -2.856 -0.101
C -0.125 1.115 -3.890 -0.028
C -0.698 2.357 -3.584 -0.038
C -0.953 2.709 -2.261 0.014
H 0.517 -0.783 -3.020 0.127
H 0.123 0.830 -4.911 0.113
H -0.945 3.048 -4.382 0.110
H -1.387 3.661 -1.954 0.109
N -0.197 0.545 -1.582 -0.099
C -0.657 1.787 -1.250 -0.193
C -0.831 2.010 0.180 -0.181
N -0.533 0.934 0.966 0.016
C -0.666 1.059 2.316 -0.062
C -1.530 3.308 2.105 -0.037
C -1.203 2.206 2.910 -0.037
H -0.330 0.202 2.897 0.126
H -1.369 2.229 3.992 0.114
C -1.303 3.214 0.731 0.011
H -1.485 4.024 0.025 0.107
H -1.956 4.224 2.525 0.117
V -0.042 -0.806 -0.121 0.435
I -2.378 -1.730 -0.759 0.295
F 4.117 1.089 1.518 0.126
C 3.875 -0.196 1.122 -0.483
F 4.782 -0.534 0.164 0.133
F 4.004 -1.023 2.182 0.137
C 2.418 -0.328 0.494 -0.505
O 2.159 0.400 -0.484 0.027
O 1.609 -1.189 1.032 -0.118
```

***

- multiplicity of number 2 (C34H27AuN3O2P2Se)?
  3